Entry 1:
Molecular formula: C35H52AsOP3RhSe
Method: DFT, wB97M-V/def2-TZVPD

Molecular weight (g/mol): 838.5
Net charge: +3
Orbital gap (alpha / beta) (Eh): 0.23027 / 0.13060
Highest occupied orbital energy (alpha / beta) (hartree): -0.5686 / -0.5686
2S+1: 5
⟨S²⟩: 6.0281

Atoms and positions in Å:
Rh (-1.03, 0.89, -0.16)
P (0.84, 0.27, -1.24)
P (0.23, 2.34, 1.42)
P (-2.36, 0.80, -1.98)
H (1.55, -3.44, -1.66)
C (0.43, -3.80, -1.46)
C (-0.56, -3.99, -2.31)
H (-0.30, -3.84, -3.43)
C (2.11, -0.53, -0.19)
C (1.51, 1.95, -1.79)
C (0.89, -0.60, -2.86)
C (-0.21, 1.82, 3.12)
C (2.07, 2.40, 1.44)
C (-0.19, 4.14, 1.31)
C (-2.81, -0.97, -2.10)
C (-1.65, 1.41, -3.57)
C (-3.94, 1.74, -1.98)
H (0.27, -3.90, -0.31)
H (-1.62, -4.28, -2.05)
H (1.76, -1.56, 0.03)
H (2.15, -0.03, 0.79)
H (3.12, -0.58, -0.65)
H (1.04, 2.76, -1.20)
H (1.26, 2.14, -2.85)
H (2.62, 2.00, -1.69)
H (0.31, -1.53, -2.78)
H (1.92, -0.89, -3.14)
H (0.46, 0.00, -3.68)
H (0.40, 2.35, 3.87)
H (0.00, 0.72, 3.17)
H (-1.27, 2.00, 3.31)
H (2.42, 3.32, 1.95)
H (2.49, 2.39, 0.42)
H (2.48, 1.54, 2.00)
H (0.62, 4.74, 1.75)
H (-1.14, 4.37, 1.84)
H (-0.32, 4.44, 0.26)
H (-3.08, -1.27, -3.15)
H (-3.66, -1.17, -1.43)
H (-1.94, -1.59, -1.74)
H (-2.39, 2.05, -4.09)
H (-1.36, 0.58, -4.24)
H (-0.77, 2.04, -3.36)
H (-4.35, 1.81, -3.00)
H (-3.76, 2.76, -1.62)
H (-4.68, 1.28, -1.30)
C (-3.61, 0.69, 1.26)
C (-2.76, -0.42, 1.36)
C (-3.29, -1.70, 1.56)
C (-4.68, -1.89, 1.59)
C (-5.54, -0.79, 1.48)
C (-5.01, 0.51, 1.35)
Se (-2.69, 2.38, 0.75)
H (-0.09, -1.53, -1.00)
H (-1.65, -0.28, 1.23)
H (-2.62, -2.55, 1.68)
H (-5.08, -2.92, 1.68)
H (-6.62, -0.93, 1.48)
H (-5.69, 1.37, 1.31)
O (0.67, -0.97, 2.51)
As (1.85, -1.62, 3.53)
C (2.71, -3.10, 2.59)
C (4.10, -3.26, 2.59)
C (4.67, -4.29, 1.84)
C (3.86, -5.19, 1.12)
C (2.47, -5.07, 1.20)
C (1.88, -4.03, 1.95)
C (3.09, -0.19, 3.95)
C (4.20, 0.06, 3.13)
C (5.02, 1.17, 3.41)
C (4.71, 2.02, 4.48)
C (3.61, 1.75, 5.30)
C (2.81, 0.62, 5.05)
C (0.93, -2.33, 5.08)
C (-0.47, -2.31, 5.10)
C (-1.15, -2.87, 6.19)
C (-0.43, -3.45, 7.25)
C (0.98, -3.46, 7.22)
C (1.66, -2.90, 6.13)
H (4.73, -2.58, 3.17)
H (5.76, -4.40, 1.80)
H (4.30, -5.98, 0.53)
H (1.82, -5.78, 0.68)
H (0.80, -3.93, 2.02)
H (4.43, -0.59, 2.29)
H (5.89, 1.36, 2.78)
H (5.34, 2.89, 4.68)
H (3.37, 2.40, 6.14)
H (1.97, 0.38, 5.71)
H (-1.01, -1.86, 4.27)
H (-2.24, -2.86, 6.21)
H (-0.96, -3.89, 8.09)
H (1.54, -3.90, 8.04)
H (2.75, -2.91, 6.10)

Charges in e, computed with Mulliken, in the same order as the atoms: Rh 0.5491; P 0.7339; P 0.4781; P 1.2773; H 0.2554; C 0.0468; C -0.6336; H 0.2940; C 0.7935; C -1.5380; C -0.5129; C -0.3362; C -0.4845; C -1.1989; C -0.8604; C -1.0794; C -1.5748; H -0.1142; H 0.3158; H -0.2914; H -1.0305; H 0.6478; H 0.4074; H 0.5363; H 0.5024; H -0.0236; H 0.4459; H 0.3907; H 0.6214; H -0.4172; H 0.5725; H 0.5935; H 0.2246; H -0.5254; H 0.5106; H 0.4342; H 0.4017; H 0.4914; H 0.2664; H -0.0544; H 0.5395; H 0.3610; H 0.1451; H 0.5571; H 0.5887; H 0.3137; C 0.2716; C 0.6298; C -0.8677; C -0.6327; C -0.5722; C -0.5756; Se 0.2351; H -0.6981; H 0.2895; H 0.5785; H 0.4530; H 0.4407; H 0.5418; O -0.6226; As 0.7217; C 0.5126; C -0.5374; C -0.7535; C -0.6546; C -0.4734; C -0.6954; C 0.6355; C -0.4689; C -0.7657; C -0.6479; C -0.7054; C -0.6615; C 0.1290; C -0.2983; C -0.5794; C -0.5050; C -0.7033; C -0.3414; H 0.5499; H 0.4443; H 0.4444; H 0.4882; H 0.5219; H 0.4395; H 0.4401; H 0.4339; H 0.4632; H 0.5097; H 0.3495; H 0.3995; H 0.4091; H 0.4091; H 0.3984

Entry 2:
Molecular formula: C35H52BFN2O29SSi2
Method: DFT, wB97M-V/def2-TZVPD

Molecular weight (g/mol): 1082.8
Orbital gap (Eh): 0.30788
Highest occupied orbital energy (hartree): -0.3111

Atoms and positions in Å:
C (0.22, -3.37, 3.33)
N (-0.90, -2.52, 2.83)
C (-0.70, -1.11, 3.22)
B (-0.91, -2.67, 1.38)
O (0.08, -2.11, 0.59)
Si (-2.30, -3.72, 0.40)
O (-3.85, -3.14, 0.51)
Si (-3.97, -1.46, 0.33)
C (-5.81, -1.09, 0.08)
C (-6.33, 0.09, 0.94)
C (-6.50, -0.25, 2.42)
O (-5.53, -0.19, 3.15)
N (-7.80, -0.57, 2.89)
C (-8.12, -1.96, 2.61)
C (-7.14, -2.93, 2.60)
C (-7.46, -4.24, 2.31)
C (-8.76, -4.58, 2.03)
C (-9.74, -3.62, 2.07)
C (-9.42, -2.31, 2.35)
S (-2.38, -5.78, 1.25)
O (-2.25, -5.77, 2.67)
O (-1.51, -6.65, 0.53)
F (-3.89, -6.26, 0.94)
H (0.57, -4.09, 2.58)
H (-0.16, -3.96, 4.18)
H (1.07, -2.78, 3.70)
H (0.10, -0.63, 2.65)
H (-0.40, -1.05, 4.27)
H (-1.63, -0.55, 3.05)
H (-0.24, -1.34, 0.08)
H (-1.89, -3.93, -1.00)
H (-3.22, -1.09, -0.88)
H (-3.38, -0.71, 1.44)
H (-5.94, -0.83, -0.98)
H (-6.37, -2.02, 0.24)
H (-7.30, 0.39, 0.52)
H (-5.66, 0.95, 0.87)
H (-7.86, -0.39, 3.89)
H (-6.10, -2.74, 2.82)
H (-6.68, -4.99, 2.27)
H (-8.96, -5.62, 1.79)
H (-10.76, -3.92, 1.85)
H (-10.23, -1.60, 2.37)
C (1.59, -4.86, 8.08)
C (1.07, -3.48, 8.41)
O (1.80, -2.65, 7.50)
C (2.17, -3.42, 6.45)
O (2.64, -3.01, 5.44)
O (1.93, -4.74, 6.70)
H (0.84, -5.64, 8.22)
H (2.48, -5.12, 8.65)
H (0.00, -3.37, 8.22)
H (1.28, -3.19, 9.44)
C (-2.51, 0.59, -4.25)
C (-1.42, -0.38, -4.58)
O (-0.62, -0.36, -3.39)
C (-1.41, 0.04, -2.38)
O (-1.08, -0.01, -1.23)
O (-2.60, 0.49, -2.82)
H (-3.46, 0.33, -4.72)
H (-2.26, 1.62, -4.51)
H (-1.78, -1.40, -4.73)
H (-0.83, -0.08, -5.44)
C (2.80, 3.36, -2.85)
C (3.43, 2.00, -2.86)
O (2.38, 1.18, -3.41)
C (1.58, 1.98, -4.14)
O (0.70, 1.59, -4.86)
O (1.87, 3.28, -3.94)
H (3.51, 4.16, -3.01)
H (2.24, 3.56, -1.93)
H (4.30, 1.94, -3.51)
H (3.71, 1.66, -1.87)
C (4.77, 6.44, -0.79)
C (6.13, 6.48, -0.15)
O (6.37, 5.10, 0.18)
C (5.60, 4.35, -0.65)
O (5.67, 3.17, -0.74)
O (4.73, 5.12, -1.35)
H (4.65, 7.19, -1.57)
H (3.96, 6.54, -0.07)
H (6.91, 6.81, -0.84)
H (6.16, 7.10, 0.74)
C (-3.70, 4.43, -6.14)
C (-3.90, 5.24, -4.89)
O (-4.91, 4.50, -4.19)
C (-4.85, 3.22, -4.63)
O (-5.44, 2.32, -4.13)
O (-4.03, 3.10, -5.71)
H (-2.68, 4.47, -6.51)
H (-4.38, 4.72, -6.94)
H (-3.00, 5.29, -4.27)
H (-4.24, 6.26, -5.09)
C (3.75, -4.08, 1.71)
C (3.22, -4.30, 0.31)
O (4.00, -3.39, -0.46)
C (5.15, -3.16, 0.22)
O (6.09, -2.57, -0.23)
O (5.10, -3.67, 1.47)
H (3.72, -4.99, 2.31)
H (3.22, -3.29, 2.24)
H (3.40, -5.32, -0.05)
H (2.16, -4.08, 0.22)
C (5.80, 3.74, -7.47)
C (4.95, 2.56, -7.08)
O (4.81, 2.73, -5.67)
C (5.00, 4.05, -5.39)
O (4.79, 4.55, -4.34)
O (5.46, 4.71, -6.48)
H (5.58, 4.11, -8.47)
H (6.87, 3.52, -7.40)
H (3.95, 2.59, -7.54)
H (5.41, 1.60, -7.31)
C (6.48, 2.69, 2.57)
C (5.61, 1.53, 2.98)
O (5.48, 1.73, 4.39)
C (5.69, 3.05, 4.65)
O (5.50, 3.57, 5.70)
O (6.16, 3.69, 3.55)
H (6.26, 3.05, 1.57)
H (7.55, 2.46, 2.64)
H (4.62, 1.57, 2.52)
H (6.06, 0.57, 2.76)

These are the Mulliken partial charges, in e, on atoms 1 to 99: C -1.0527; N 0.0125; C -1.0369; B 0.6306; O -0.4433; Si 0.2390; O -0.1097; Si 0.6139; C -0.7331; C -0.7467; C 0.3755; O -0.5731; N -0.2789; C 0.0782; C -0.0961; C -0.6524; C -0.5111; C -0.4818; C -0.3220; S 1.0107; O -0.5316; O -0.6038; F -0.2402; H 0.2614; H 0.2858; H 0.3775; H 0.3230; H 0.3458; H 0.2567; H 0.2430; H -0.1665; H -0.2748; H -0.1780; H 0.5427; H 0.3749; H 0.3888; H 0.4463; H 0.3221; H 0.4293; H 0.4359; H 0.3825; H 0.3578; H 0.4172; C -0.3043; C -0.3453; O -0.3080; C 0.6777; O -0.5194; O -0.3086; H 0.2885; H 0.2745; H 0.2617; H 0.2916; C -0.1214; C -0.4549; O -0.2223; C 0.4680; O -0.6896; O -0.2266; H 0.3347; H 0.1803; H 0.3524; H 0.2622; C -0.0966; C -0.0046; O -0.4017; C 0.6051; O -0.6213; O -0.3433; H 0.1340; H 0.3795; H 0.1355; H 0.3524; C -0.3861; C -0.3851; O -0.3685; C 0.6642; O -0.5435; O -0.1597; H 0.3231; H 0.2661; H 0.2531; H 0.3261; C -0.3116; C -0.3050; O -0.3280; C 0.6968; O -0.5143; O -0.3393; H 0.2974; H 0.2770; H 0.2497; H 0.3030; C -0.1129; C 0.0373; O -0.3376; C 0.6379; O -0.5569; O -0.3555

Entry 3:
Molecular formula: C35H52FN2PPdSeSi2
Method: DFT, wB97M-V/def2-TZVPD

Molecular weight (g/mol): 792.3
Orbital gap (alpha / beta) (Eh): 0.17710 / 0.19486
Highest occupied orbital energy (alpha / beta) (hartree): -0.1689 / -0.2838
2S+1: 5
⟨S²⟩: 6.0790

Atoms and positions in Å:
Pd (12.94, 12.18, 9.56)
C (15.61, 11.32, 6.92)
Si (14.94, 11.22, 8.69)
C (16.31, 11.76, 9.82)
C (14.58, 9.33, 8.64)
C (15.56, 8.43, 8.21)
C (15.42, 7.09, 8.45)
C (14.24, 6.62, 9.03)
C (13.27, 7.45, 9.48)
C (13.39, 8.81, 9.26)
Si (11.97, 9.98, 9.22)
C (10.43, 9.11, 9.75)
C (11.72, 10.14, 7.33)
H (15.68, 10.35, 6.49)
H (16.65, 11.77, 6.89)
H (15.01, 11.95, 6.22)
H (17.21, 11.22, 9.66)
H (16.01, 11.70, 10.87)
H (16.46, 12.82, 9.54)
H (16.44, 8.76, 7.67)
H (16.21, 6.42, 8.12)
H (14.15, 5.54, 9.18)
H (12.42, 7.02, 10.04)
H (10.36, 8.24, 9.15)
H (9.58, 9.76, 9.53)
H (10.37, 8.89, 10.82)
H (12.11, 11.07, 6.86)
H (10.65, 9.99, 7.11)
H (12.21, 9.27, 6.89)
C (15.09, 13.62, 12.09)
C (14.31, 14.91, 11.67)
C (12.95, 15.00, 12.32)
C (14.40, 15.12, 10.15)
C (15.66, 15.50, 9.72)
C (15.95, 15.85, 8.39)
C (14.89, 15.90, 7.50)
C (13.60, 15.49, 7.86)
C (12.53, 15.55, 6.78)
C (13.04, 14.90, 5.46)
C (12.12, 16.99, 6.48)
C (13.36, 14.95, 9.17)
N (12.30, 14.16, 9.43)
C (10.98, 14.46, 9.26)
C (10.37, 15.64, 9.70)
C (8.97, 15.80, 9.74)
C (8.11, 14.83, 9.25)
C (8.64, 13.69, 8.67)
C (10.02, 13.50, 8.71)
F (10.56, 12.39, 7.99)
H (15.08, 13.48, 13.20)
H (16.11, 13.66, 11.73)
H (14.60, 12.78, 11.61)
H (14.93, 15.78, 11.96)
H (12.27, 14.22, 11.91)
H (12.49, 16.00, 12.07)
H (13.07, 14.92, 13.39)
H (16.45, 15.54, 10.51)
H (17.01, 16.07, 8.19)
H (15.05, 16.21, 6.49)
H (11.67, 14.96, 7.06)
H (13.82, 15.46, 4.90)
H (12.16, 14.69, 4.77)
H (13.47, 13.90, 5.61)
H (12.86, 17.51, 5.86)
H (11.94, 17.57, 7.36)
H (11.19, 16.97, 5.91)
H (10.93, 16.51, 10.03)
H (8.58, 16.76, 10.10)
H (7.03, 15.06, 9.22)
H (8.00, 12.95, 8.21)
Se (12.06, 11.15, 11.68)
C (10.24, 11.71, 11.44)
N (9.12, 11.99, 11.19)
C (4.84, 8.77, 6.46)
C (6.27, 9.13, 6.86)
P (6.97, 8.42, 8.45)
C (6.27, 9.75, 9.59)
C (6.23, 9.36, 11.06)
C (6.01, 6.88, 8.71)
C (6.96, 5.72, 9.02)
H (4.82, 7.85, 5.85)
H (4.38, 9.56, 5.86)
H (4.19, 8.61, 7.36)
H (6.38, 10.23, 6.94)
H (6.95, 8.87, 6.02)
H (5.34, 10.08, 9.19)
H (7.06, 10.57, 9.52)
H (5.19, 9.29, 11.37)
H (6.78, 10.03, 11.75)
H (6.74, 8.38, 11.18)
H (5.45, 6.70, 7.80)
H (5.30, 7.05, 9.55)
H (7.43, 5.42, 8.09)
H (6.41, 4.84, 9.41)
H (7.72, 6.02, 9.76)

Charges in e, computed with Mulliken, in the same order as the atoms: Pd -0.4782; C -1.3816; Si 1.1791; C -1.1611; C -0.2940; C -0.6038; C -0.7550; C -0.6106; C -0.7730; C 0.0708; Si 1.9623; C -1.3477; C -1.2620; H 0.5543; H 0.3113; H 0.1411; H 0.6291; H 0.2073; H 0.1702; H 0.3839; H 0.3884; H 0.3584; H 0.4200; H 0.6806; H 0.1508; H 0.3530; H 0.1660; H 0.3783; H 0.4359; C -1.0503; C 0.2568; C -1.3026; C 0.7110; C -0.6769; C -1.4781; C -0.3755; C 0.6303; C 1.1177; C -1.3697; C -1.6951; C 0.1000; N 1.1665; C -0.2008; C -0.2547; C -0.9702; C -0.4900; C -0.7440; C 0.1737; F -0.2813; H 0.4491; H 0.4018; H -0.1478; H 0.5187; H -0.0336; H 0.3086; H 0.4626; H 0.3764; H 0.3764; H 0.3463; H -0.0117; H 0.3732; H 0.3692; H 0.1988; H 0.3620; H 0.3786; H 0.4455; H 0.5104; H 0.3698; H 0.3722; H 0.4671; Se -0.2128; C 0.2555; N -0.5034; C -1.3324; C -0.5377; P 0.3204; C -0.0679; C -1.2604; C -0.5921; C -1.1973; H 0.3531; H 0.3818; H 0.2759; H 0.2110; H 0.4394; H 0.6826; H -0.2916; H 0.3329; H 0.3154; H 0.2611; H 0.3829; H 0.3886; H 0.3385; H 0.3587; H 0.2636